Entry 1:
C18H34Cl14Mg2O4 | ωB97M-V/def2-TZVPD

The value obtained for the molecular weight is 859.4 g mol⁻¹. The charge is +2. The value obtained for the HOMO energy is -0.4939 hartree.

Geometry as XYZ:
```
72
Properties=species:S:1:pos:R:3:forces:R:3:mulliken_charge:R:1
Mg -1.818 3.182 1.733 -0.21 -0.61 -0.95 0.815
Mg 1.384 3.912 0.774 -1.56 -1.20 -1.08 1.096
C 0.031 -0.016 -0.324 0.57 -0.79 -0.36 -0.470
C -0.144 1.323 0.234 0.05 1.02 -0.43 0.609
O 0.889 2.106 0.235 0.54 0.60 0.88 -0.526
O -1.280 1.723 0.582 0.41 -0.14 0.59 -0.874
H -0.760 -0.698 -0.049 -0.29 0.03 -0.10 0.101
H 0.983 -0.451 -0.031 0.18 0.07 0.14 0.129
H 0.097 0.084 -1.414 -0.24 -0.02 0.01 0.270
C -1.432 6.670 0.010 -0.07 0.58 -0.42 -1.105
C -1.499 5.388 0.722 0.05 -1.01 0.34 1.305
O -2.488 5.000 1.368 0.35 0.63 -0.15 -0.478
O -0.504 4.484 0.653 0.79 1.09 0.77 -0.135
H -1.550 7.521 0.685 -0.03 -0.20 0.20 0.359
H -2.288 6.732 -0.669 0.04 -0.10 0.05 0.312
H -0.523 6.806 -0.565 0.08 -0.14 0.00 0.341
Cl 3.199 -2.631 -6.127 0.00 -0.04 0.01 -0.178
C 1.549 -2.389 -5.494 0.36 0.42 -0.58 -0.483
C 1.473 -2.600 -4.025 -0.39 -0.12 0.55 0.235
Cl 1.594 -4.325 -3.598 -0.07 -0.09 0.10 -0.176
H 0.888 -3.055 -6.034 -0.07 -0.12 -0.02 0.375
H 1.278 -1.359 -5.727 0.00 0.00 0.01 0.265
H 0.498 -2.236 -3.694 -0.01 -0.14 0.12 0.113
H 2.247 -2.089 -3.463 0.15 0.15 -0.14 -0.166
Cl 3.286 0.093 3.728 -0.28 -0.06 -0.14 -0.125
C 3.809 1.498 2.799 -0.04 0.69 0.12 0.180
C 5.176 1.308 2.165 -0.10 0.38 0.13 -0.616
Cl 5.296 -0.105 1.115 -0.15 0.04 -0.06 -0.088
H 3.883 2.318 3.521 0.15 -0.07 -0.03 0.390
H 3.026 1.812 2.073 0.25 -0.63 0.03 -0.403
H 5.916 1.240 2.956 0.09 -0.24 0.00 0.397
H 5.418 2.201 1.586 0.01 -0.07 -0.10 0.315
Cl -1.914 0.847 5.474 0.16 0.10 0.19 -0.164
C -2.222 -0.889 5.313 -1.25 -0.60 -0.13 -0.457
C -1.232 -1.613 4.453 1.06 0.71 0.33 -0.655
Cl -1.021 -0.795 2.873 -0.11 -0.19 -0.35 -0.013
H -3.232 -1.005 4.912 0.11 0.19 -0.10 0.211
H -2.278 -1.351 6.297 0.35 0.18 0.12 0.406
H -1.478 -2.653 4.288 -0.24 -0.10 -0.08 0.348
H -0.247 -1.539 4.910 0.04 -0.22 0.02 0.318
Cl 4.772 -0.245 -3.241 0.06 -0.26 0.07 -0.106
C 4.394 1.228 -2.362 -0.28 0.50 0.07 -0.170
C 2.901 1.458 -2.274 0.01 -0.64 -0.48 0.185
Cl 2.068 1.480 -3.847 -0.06 0.18 -0.12 -0.150
H 4.905 2.049 -2.854 0.06 0.07 -0.01 0.392
H 4.715 1.139 -1.324 0.37 -0.11 -0.10 -0.076
H 2.663 2.409 -1.799 0.09 -0.07 0.21 0.056
H 2.483 0.601 -1.752 -0.18 0.22 0.33 -0.182
Cl -5.035 1.268 -0.589 -0.02 0.11 -0.13 -0.139
C -5.323 0.418 0.934 -0.63 0.35 -0.02 -0.627
C -4.120 0.407 1.800 0.46 -1.05 -0.04 0.500
Cl -3.723 2.069 2.375 -0.82 0.17 0.75 -0.152
H -5.604 -0.615 0.742 0.09 -0.06 -0.19 0.343
H -6.160 0.907 1.426 -0.07 -0.02 0.00 0.487
H -3.260 -0.013 1.295 0.26 0.32 -0.14 -0.392
H -4.282 -0.201 2.686 -0.09 0.29 0.23 0.173
Cl 2.697 -5.839 0.966 0.04 -0.08 0.07 -0.166
C 1.736 -4.353 1.070 -0.21 0.17 -1.07 -0.390
C 2.621 -3.128 1.091 0.56 -0.33 0.82 -0.250
Cl 3.282 -2.805 -0.529 -0.07 0.32 -0.07 -0.120
H 1.054 -4.445 1.905 0.09 0.16 0.30 0.299
H 1.158 -4.292 0.142 -0.16 -0.21 0.23 0.246
H 3.479 -3.305 1.740 -0.01 0.04 -0.04 0.411
H 2.122 -2.245 1.484 -0.26 0.08 -0.26 -0.021
Cl -3.472 -1.141 -4.479 0.00 0.30 -0.02 -0.156
C -4.640 -2.029 -3.490 -0.41 -1.06 -0.69 -0.374
C -3.972 -2.709 -2.336 0.68 -0.24 0.54 -0.738
Cl -3.128 -1.535 -1.238 -0.17 -0.21 0.02 0.008
H -5.009 -2.836 -4.135 0.07 0.08 0.09 0.310
H -5.522 -1.440 -3.273 0.24 0.46 0.35 0.319
H -3.191 -3.390 -2.673 0.03 0.23 -0.16 0.346
H -4.619 -3.316 -1.706 -0.36 0.32 -0.09 0.355
```
Positions in Å, forces in eV/Å.


Entry 2:
C18H34Cl2F2NO2S | ωB97M-V/def2-TZVPD

The value obtained for the molecular weight is 437.4 g mol⁻¹. The charge is +1. The value obtained for the HOMO energy is -0.4490 hartree.

Geometry as XYZ:
```
60
Properties=species:S:1:pos:R:3:forces:R:3:nbo_charge:R:1
C -2.094 4.199 -0.300 -0.22 -0.32 0.03 -0.615
C -2.746 3.114 -1.273 0.51 0.45 0.76 -0.407
C -2.527 1.642 -0.704 0.33 0.39 -1.40 -0.407
C -1.958 0.693 -1.869 -0.25 -0.98 1.41 -0.400
C -1.462 -0.652 -1.152 -1.06 -0.17 -0.30 -0.417
C -2.707 -1.625 -0.852 0.33 0.65 -0.14 -0.402
C -2.534 -2.443 0.503 -0.42 0.16 -0.84 -0.402
C -1.106 -3.188 0.606 -1.06 0.97 -0.50 -0.428
C -0.200 -2.413 1.644 0.40 -0.94 0.75 -0.405
C 1.098 -3.231 2.103 -0.99 -0.45 -0.52 -0.412
C 2.173 -3.392 0.953 0.40 -0.08 0.87 -0.427
C 3.213 -2.170 0.864 -0.25 -0.95 0.17 -0.249
N 3.411 -1.895 -0.612 0.76 -1.03 1.02 -0.225
C 3.937 -2.747 -1.459 -0.16 3.21 -0.09 0.131
S 4.624 -4.438 -1.173 -0.05 -6.61 -1.37 2.234
O 3.484 -5.396 -1.052 2.74 3.83 0.21 -0.794
O 5.591 -4.816 -2.218 -2.02 2.56 2.89 -0.760
F 5.426 -4.508 0.288 -1.56 1.19 -2.42 -0.443
C 3.851 -1.979 -2.865 -0.81 -0.19 -0.65 0.191
F 4.602 -2.455 -3.929 -0.83 0.65 1.88 -0.293
C 3.968 -0.454 -2.450 -0.96 -1.25 -0.49 -0.425
C 2.986 -0.564 -1.173 2.05 1.57 -1.55 -0.265
H -2.220 3.853 0.777 -0.03 0.66 -1.25 0.198
H -0.978 4.326 -0.457 -1.28 -0.21 0.02 0.199
H -2.601 5.194 -0.459 0.68 -0.99 0.39 0.230
H -3.844 3.362 -1.370 1.21 -0.41 -0.04 0.213
H -2.245 3.222 -2.281 -0.75 -0.20 0.97 0.198
H -1.746 1.665 0.119 -1.00 0.02 -0.81 0.188
H -3.513 1.250 -0.300 1.34 0.31 -0.37 0.216
H -2.796 0.411 -2.568 0.95 0.48 0.43 0.214
H -1.107 1.171 -2.435 -1.01 -0.29 0.63 0.197
H -1.041 -0.344 -0.152 0.01 -0.45 -1.14 0.190
H -0.733 -1.242 -1.794 -0.49 0.85 0.85 0.182
H -2.864 -2.302 -1.752 0.22 0.65 1.16 0.206
H -3.616 -0.944 -0.806 0.93 -1.04 0.15 0.213
H -2.685 -1.705 1.350 0.29 -0.94 -0.80 0.204
H -3.395 -3.185 0.539 1.16 0.81 0.15 0.223
H -0.694 -3.177 -0.457 -0.19 -0.15 1.39 0.195
H -1.320 -4.260 0.879 0.63 1.11 0.01 0.226
H -0.821 -2.288 2.590 0.75 0.05 -1.21 0.227
H 0.106 -1.385 1.287 -0.49 -1.04 0.25 0.193
H 0.722 -4.279 2.343 0.60 1.27 -0.18 0.231
H 1.494 -2.796 3.064 -0.07 -0.42 -1.11 0.222
H 1.660 -3.540 -0.043 0.46 0.26 1.11 0.223
H 2.797 -4.320 1.137 -0.86 1.03 -0.20 0.244
H 4.226 -2.454 1.283 -1.18 0.28 -0.49 0.253
H 2.873 -1.245 1.404 0.19 -0.82 -0.97 0.252
H 2.735 -2.076 -3.085 1.30 -0.34 -0.29 0.205
H 5.030 -0.132 -2.241 -1.28 -0.37 0.08 0.254
H 3.502 0.193 -3.251 0.65 -0.76 0.88 0.270
H 1.885 -0.492 -1.443 1.33 -0.45 0.48 0.278
H 3.339 0.321 -0.559 -0.95 -1.54 0.17 0.272
Cl -4.520 6.704 1.786 0.03 -0.03 -0.03 -0.056
C -3.487 6.516 3.225 0.06 0.00 0.15 -0.389
C -2.322 7.482 3.223 -0.11 0.03 0.20 -0.388
Cl -1.135 7.099 1.950 0.01 0.00 -0.05 -0.063
H -3.149 5.480 3.264 0.02 0.11 -0.09 0.219
H -4.120 6.701 4.095 0.06 0.07 -0.06 0.227
H -1.793 7.425 4.176 -0.05 -0.07 -0.06 0.224
H -2.653 8.510 3.079 0.00 -0.13 -0.09 0.229
```
Positions in Å, forces in eV/Å.


Entry 3:
C18H34N2O5S | ωB97M-V/def2-TZVPD

The value obtained for the molecular weight is 390.5 g mol⁻¹. The charge is 0. The value obtained for the HOMO energy is -0.3433 hartree.

Geometry as XYZ:
```
60
Properties=species:S:1:pos:R:3:forces:R:3:nbo_charge:R:1
C -2.784 1.099 3.577 -0.01 -0.08 0.03 -0.614
C -3.226 0.323 2.324 -0.08 0.01 -0.01 -0.407
C -2.996 1.077 1.003 -0.08 -0.02 -0.01 -0.395
C -2.718 0.185 -0.235 -0.03 -0.11 0.15 -0.277
C -3.889 0.297 -1.218 -0.05 0.10 -0.05 -0.604
C -1.426 0.619 -0.949 -0.14 0.06 0.04 0.143
O -1.198 -0.060 -2.208 0.19 -0.02 -0.12 -0.771
S -1.232 -1.676 -2.440 -0.07 0.25 -0.27 1.798
O -2.596 -2.139 -2.423 0.01 -0.13 0.08 -0.932
O -0.645 -2.131 -1.016 0.01 -0.17 0.24 -0.739
C 0.715 -1.665 -0.788 -0.03 -0.08 -0.21 0.062
C 1.543 -2.895 -0.434 -0.05 -0.02 -0.01 -0.407
C 2.957 -2.613 0.064 0.02 0.01 -0.04 -0.423
C 3.907 -2.078 -1.023 -0.05 -0.03 0.02 -0.222
N 5.119 -2.906 -1.121 0.08 0.16 -0.15 -0.838
C 0.662 -0.566 0.262 -0.04 -0.05 0.08 -0.193
C 0.124 -1.092 1.614 0.10 0.13 -0.01 -0.421
C 1.063 -0.845 2.812 -0.08 0.04 0.03 -0.617
C -0.102 0.713 -0.160 0.36 0.05 0.32 -0.066
N 0.785 1.719 -0.817 -0.25 0.32 -0.61 -0.594
C 1.340 1.433 -2.107 -0.15 -0.07 0.35 0.741
C 0.939 2.238 -3.316 0.15 0.05 0.02 -0.730
O 2.160 0.549 -2.182 -0.08 -0.11 -0.14 -0.580
C 0.383 3.072 -0.526 0.11 -0.38 0.24 0.735
C 0.914 3.571 0.794 -0.11 0.01 0.05 -0.721
O -0.302 3.742 -1.249 0.01 0.23 -0.19 -0.538
H -3.621 1.317 4.240 0.00 0.07 -0.03 0.214
H -2.063 0.531 4.167 0.03 0.02 -0.03 0.209
H -2.315 2.050 3.314 -0.03 0.00 0.03 0.199
H -4.291 0.094 2.399 0.02 -0.07 -0.01 0.209
H -2.729 -0.647 2.291 0.02 0.04 0.00 0.200
H -3.894 1.663 0.796 0.08 0.10 0.00 0.215
H -2.205 1.822 1.136 0.05 -0.07 0.02 0.186
H -2.642 -0.853 0.101 0.13 0.03 -0.11 0.224
H -3.656 -0.105 -2.200 -0.06 -0.03 0.10 0.237
H -4.172 1.347 -1.333 0.01 0.00 -0.03 0.193
H -4.754 -0.245 -0.833 0.00 0.04 0.01 0.216
H -1.625 1.645 -1.271 0.02 0.00 -0.08 0.204
H 1.087 -1.260 -1.729 0.08 0.07 0.08 0.219
H 0.985 -3.500 0.284 0.04 0.06 0.06 0.213
H 1.611 -3.496 -1.347 -0.06 -0.05 0.05 0.210
H 3.381 -3.542 0.449 0.01 -0.01 -0.05 0.227
H 2.932 -1.928 0.915 0.00 -0.05 0.02 0.199
H 3.368 -2.011 -1.976 0.03 -0.01 0.01 0.172
H 4.213 -1.057 -0.793 -0.01 -0.01 0.03 0.197
H 5.882 -2.355 -1.496 -0.01 -0.02 0.03 0.357
H 4.981 -3.660 -1.785 -0.05 -0.06 0.11 0.351
H 1.692 -0.236 0.402 -0.02 0.03 -0.02 0.232
H -0.822 -0.595 1.822 -0.05 -0.15 -0.04 0.205
H -0.105 -2.153 1.529 -0.03 0.02 0.03 0.216
H 2.048 -0.498 2.497 0.00 -0.07 0.00 0.203
H 0.660 -0.087 3.486 0.02 0.02 -0.02 0.206
H 1.201 -1.749 3.405 0.03 0.01 -0.01 0.218
H -0.365 1.194 0.785 0.03 -0.02 -0.03 0.223
H 1.623 3.084 -3.425 -0.06 0.01 0.01 0.241
H -0.073 2.620 -3.256 0.00 -0.04 0.01 0.251
H 1.065 1.591 -4.182 0.04 0.02 0.02 0.245
H 0.372 3.089 1.612 0.05 0.03 0.01 0.235
H 0.771 4.647 0.861 -0.04 -0.04 0.02 0.241
H 1.965 3.309 0.898 0.00 0.00 0.00 0.241
```
Positions in Å, forces in eV/Å.